1.
The following is a quantum chemistry calculation of a single C14H18 molecule in a non-equilibrium geometry, from the Open Molecules 2025 dataset.

Last column: Mulliken charge in e.
CARTESIAN COORDINATES (ANGSTROEM)
C  -0.72663  -2.37903  0.83337  0.2239
C  -0.38165  -0.84566  -2.00732  -1.8042
C  -1.84140  1.06950  -0.00158  -1.9388
C  0.39986  -0.00034  -1.02360  1.8528
C  -1.30744  -3.43250  0.43516  -1.1549
C  1.51410  0.35572  1.30066  -1.0119
C  -0.32808  -1.02486  2.66470  -1.2083
C  0.38337  -0.21000  0.51096  1.4460
C  1.63653  0.48598  -1.75438  -2.2689
C  -0.28273  -1.25909  1.18921  0.5478
C  1.71476  0.24308  2.62866  -0.5587
C  -0.38554  0.98931  -0.20685  1.1897
C  0.65605  -0.45895  3.35303  -0.4447
C  0.23238  2.41126  -0.07165  -1.9586
H  0.86300  2.53167  0.85049  0.3746
H  -2.29159  -0.01172  0.11246  0.2578
H  -2.32015  -3.38549  -0.07194  0.2524
H  -2.33910  1.50395  -0.83854  0.4708
H  1.22993  0.89131  -2.64429  0.5755
H  -0.16802  -0.45387  -3.00775  0.4222
H  2.32104  1.13422  -1.24187  0.3743
H  0.59196  -0.43029  4.40129  0.4461
H  2.50125  0.78274  3.07294  0.4555
H  2.11359  -0.38850  -2.19104  0.4695
H  -1.46123  -1.11236  -1.84102  0.2879
H  2.25738  0.91681  0.77166  0.3007
H  0.74383  2.63955  -1.03662  0.3469
H  0.04215  -1.89051  -1.99786  0.4012
H  -0.40344  3.19962  0.00583  0.5592
H  -1.04297  -1.66633  3.26614  0.2919
H  -0.74093  -4.37858  0.46227  0.2601
H  -2.09970  1.56573  0.87418  0.5424

Its SMILES is C=C=C1C=CC=CC12C(C)(C)C2(C)C. The LUMO energy is 0.83 eV. For the orbital gap, the calculation gives 8.40 eV.



2.
The following is a quantum chemistry calculation of a molecular structure, C37H48N16OP2Ti in a non-equilibrium geometry, from the Open Molecules 2025 dataset.

Last column: Mulliken charge in e.
CARTESIAN COORDINATES (ANGSTROEM)
Ti  -0.43106  -0.41697  0.96549  0.6329
P  1.16501  1.80178  -0.90538  1.1495
P  1.61766  -1.51648  -1.01025  1.7584
O  -1.63169  0.55061  -0.96921  -0.1165
N  1.92669  -1.40533  2.59981  -0.6638
N  -2.21251  -2.03614  -0.71455  -0.3823
N  0.67959  0.87789  2.67889  -0.0272
N  1.48583  -3.46157  3.06970  -0.3807
N  -1.94645  -4.10025  -0.12604  -0.3898
N  1.67044  1.62519  -3.59661  -0.1594
N  2.26498  -2.40951  3.32469  -0.9937
N  -1.25105  -2.04303  0.25221  1.7662
N  -1.55096  -0.91076  2.85370  0.8596
N  -2.60070  -3.23959  -0.91810  -0.9769
N  0.85635  -1.74708  1.82513  1.8811
N  -0.29198  -3.82733  1.54415  0.4255
N  -1.64086  1.47401  1.62485  2.1282
N  -1.81003  3.41880  2.67364  0.1971
N  1.81639  -1.13539  -3.69236  -0.0965
N  -0.88247  -1.67983  4.81868  0.1131
C  -3.34138  -2.67241  2.47585  -0.4062
C  1.69249  -0.50576  -2.54649  -0.5899
C  -2.98664  1.80628  1.71492  -0.1329
C  -5.35022  1.67623  1.60468  -1.2645
C  1.59269  4.40869  -2.12881  -1.8080
C  3.43938  -2.03442  -0.78575  1.6865
C  0.52087  3.52370  -1.47770  2.1183
C  1.82622  0.99611  -4.78106  0.2578
C  -4.12567  1.09351  1.34893  -0.0073
C  -2.92083  0.65530  -1.59821  -1.2667
C  -2.40410  -3.69893  4.96340  -1.0969
C  -2.30359  -2.04499  3.16059  0.7050
C  1.87585  -0.41920  -4.83243  0.0146
C  4.18630  -0.86356  -0.14630  -1.7664
C  4.13468  -2.42247  -2.09023  -1.8657
C  -5.45584  2.93679  2.20815  -0.6921
C  -0.74290  -0.72936  3.87646  -0.1678
C  -4.33693  3.64578  2.59795  -1.1885
C  -0.99245  2.43942  2.22187  -1.2396
C  3.47254  -3.23455  0.16348  -1.5698
C  1.88410  1.74578  -5.97609  -0.4633
C  0.64112  -3.03866  2.14234  -0.5161
C  1.58546  0.91646  -2.49640  0.2307
C  0.04402  4.23578  -0.20700  -2.0085
C  -1.13189  -3.35115  0.58228  -0.9611
C  -3.40614  -4.32927  4.25285  -0.6840
C  1.98759  -1.06584  -6.08203  -0.4448
C  1.98607  1.09245  -7.17134  -0.6235
C  0.91891  -3.04967  -1.73637  -2.1085
C  0.46872  2.31165  2.47887  -0.1144
C  -0.71634  3.38067  -2.38609  -1.8587
C  2.84630  2.27287  -0.28190  -1.7091
C  0.19735  0.42668  3.99847  -1.1808
C  -3.87160  -3.81715  3.03437  -0.7909
C  2.04218  -0.31786  -7.22383  -0.5759
C  -3.10744  3.04810  2.35550  0.7596
C  -1.87136  -2.55137  4.39355  0.4336
H  3.54612  2.40568  -1.10356  0.4280
H  3.70563  -0.56235  0.78741  0.1520
H  5.19485  -2.57764  -1.87443  0.5139
H  4.06260  -1.65089  -2.85347  0.3547
H  5.21148  -1.16036  0.08572  0.5674
H  -3.47086  -0.24969  -1.37649  0.2822
H  3.21268  1.49462  0.38478  0.1629
H  -1.08517  1.21346  -1.38911  -1.0246
H  2.03310  -2.14641  -6.11203  0.4887
H  -6.25563  1.14401  1.34489  0.4874
H  -2.04883  -4.07925  5.91197  0.4618
H  -3.85375  -5.22830  4.65446  0.4116
H  2.78183  3.20599  0.27762  0.6393
H  3.74363  -3.35318  -2.50037  0.3511
H  4.51162  -3.48182  0.39226  0.5614
H  -4.66139  -4.34144  2.51345  0.4324
H  -3.45835  1.53070  -1.23014  0.4390
H  -0.60142  2.62370  -3.15505  0.2244
H  -0.34082  1.24397  4.48634  0.4524
H  -0.09213  -2.84272  -2.08769  0.3727
H  -2.80622  0.72995  -2.68044  0.3550
H  1.02621  0.14543  4.64864  0.5607
H  1.52237  -3.35434  -2.58570  0.7425
H  1.65479  0.60477  2.59392  0.3832
H  2.02117  1.65756  -8.09343  0.4115
H  -0.88900  4.32640  -2.90355  0.5456
H  0.77800  2.91995  3.33532  0.6954
H  4.23608  -0.01334  -0.83014  0.3320
H  -0.40341  5.19473  -0.47799  0.5807
H  -0.71541  3.64821  0.31281  0.5225
H  -4.41710  4.61162  3.07940  0.4685
H  -0.29677  -4.81440  1.74630  0.3278
H  1.13128  5.35807  -2.41362  0.5771
H  2.40067  4.64139  -1.43671  0.3685
H  3.01226  -4.11675  -0.28259  0.3078
H  -6.43542  3.35454  2.39615  0.4227
H  0.86837  4.44577  0.48056  0.2666
H  2.12918  -0.80730  -8.18467  0.4141
H  1.83863  2.82543  -5.91830  0.4699
H  -0.30268  -1.81045  5.63156  0.3068
H  1.04066  2.62767  1.60955  -1.0141
H  -3.71641  -2.28147  1.53873  0.2620
H  0.87941  -3.84119  -0.99106  0.4189
H  2.98136  -3.02394  1.11169  0.4538
H  2.00412  3.95144  -3.01879  0.1890
H  -1.53042  4.25496  3.15604  0.2516
H  -4.04044  0.11569  0.89455  0.4307
H  -1.61712  3.17687  -1.79972  0.3616

Its expectation value of S² is 0.75. Its spin multiplicity is 2. The LUMO energy (alpha / beta) is -2.91 / -2.87 eV. The charge is +1. For the orbital gap (alpha / beta), the calculation gives 7.64 / 7.71 eV.



3.
The following is a quantum chemistry calculation of a single C5H11N3O molecule in a non-equilibrium geometry, from the Open Molecules 2025 dataset.

Last column: Mulliken charge in e.
CARTESIAN COORDINATES (ANGSTROEM)
O  0.87286  2.24960  -0.15617  -0.4897
N  -2.17116  0.44934  0.13914  -0.6278
N  0.17280  1.00855  -0.13949  0.1967
N  -1.76245  -0.84618  0.56625  -0.2855
C  2.46070  -1.62368  -0.12940  -0.7150
C  2.16885  -0.36047  0.09770  -0.1529
C  0.82182  0.01886  0.72003  -0.0729
C  -1.19828  1.19590  -0.19307  -0.0659
C  -1.41880  -1.76595  -0.59181  -0.9233
H  0.32763  -0.86666  0.56538  0.0008
H  2.83019  0.46030  -0.21917  0.3077
H  -0.63688  -2.50967  -0.42618  0.2258
H  -1.53577  2.17626  -0.65530  0.3481
H  0.90192  0.43820  1.68799  0.3270
H  -2.27549  -2.32375  -0.87416  0.4215
H  3.38603  -1.91094  -0.66206  0.2455
H  1.23463  2.39279  -1.07892  0.3507
H  -2.60707  -1.27380  0.72986  0.3554
H  -1.14103  -1.20095  -1.45908  0.3082
H  1.85275  -2.44851  0.25896  0.2457

Its SMILES is C=CCN(O)/C=N\NC. The LUMO energy is 0.78 eV. For the orbital gap, the calculation gives 8.96 eV.



4.
The following is a quantum chemistry calculation of a single C3HN3O2 molecule in a non-equilibrium geometry, from the Open Molecules 2025 dataset.

Last column: Mulliken charge in e.
CARTESIAN COORDINATES (ANGSTROEM)
O  1.70917  -0.87170  -0.26683  0.0125
O  -0.60694  1.57318  -0.08057  -0.2941
N  1.54710  0.38366  -0.47599  -0.3828
N  -1.60945  -0.43381  0.45337  -0.5272
N  0.60154  -1.60309  -0.01962  -0.3371
C  -1.70334  0.84768  0.17806  0.0598
C  0.33057  0.52510  -0.03494  0.5502
C  -0.29110  -0.63909  0.30768  0.6131
H  -2.60889  1.55868  0.37007  0.3055

Its SMILES is c1nc2nonc2o1. The LUMO energy is -0.36 eV. For the orbital gap, the calculation gives 10.36 eV.



5.
The following is a quantum chemistry calculation of 2 unconnected molecules or ions with the total composition C3H3N4 in a non-equilibrium geometry, from the Open Molecules 2025 dataset.

Last column: Mulliken charge in e.
CARTESIAN COORDINATES (ANGSTROEM)
N  3.22780  1.22848  0.01711  -0.4812
N  4.24273  0.42257  -0.25357  -0.3614
N  3.79158  -0.80815  -0.18680  -0.4306
N  2.13940  0.53032  0.26237  -0.1276
C  -0.87700  0.87122  0.14283  -0.6054
C  2.49876  -0.68563  0.10774  -0.1019
C  -2.00417  0.54019  -0.07243  -0.3707
H  1.84030  -1.54994  0.23428  0.4382
H  -2.79909  0.36447  -0.66973  0.3608
H  0.08091  1.15728  0.46126  0.6799

The LUMO energy is 3.77 eV. The charge is -1. For the orbital gap, the calculation gives 8.63 eV.



6.
The following is a quantum chemistry calculation of a molecular structure, C27H40ClN7ORe, from the Open Molecules 2025 dataset.

Last column: Mulliken charge in e.
CARTESIAN COORDINATES (ANGSTROEM)
Re  0.14907  -0.54502  -0.74430  1.6235
Cl  10.30716  7.51258  -2.25186  0.0204
O  4.54412  2.02474  1.63646  -0.7491
N  -1.17018  -2.27641  -0.82977  -0.2877
N  -1.47428  0.07289  -1.98406  -0.5905
N  3.54621  1.92158  -1.16307  -0.7781
N  0.60199  -1.66304  1.01838  -0.5618
N  2.90001  2.57889  -0.16321  1.0669
N  1.64380  0.87254  -0.63914  -0.4460
N  -1.08290  0.32888  0.61519  -0.1378
C  9.24842  6.44384  -1.55458  0.4859
C  7.49088  4.63007  -0.38737  0.6986
C  -0.43153  -3.45346  -0.30801  -0.7137
C  -3.12307  1.45476  1.05765  -0.9475
C  4.57344  3.44909  4.20180  -1.8001
C  -0.02583  -3.03915  1.08887  -0.5705
C  -2.42491  -1.03313  -2.40044  -0.5642
C  2.79024  0.90969  -1.42977  -0.2875
C  8.24351  5.52589  0.42223  -0.1255
C  -2.16890  1.23328  -1.31469  -1.2747
C  3.76443  3.93484  2.99094  1.4743
C  9.10871  6.41511  -0.13584  -0.8263
C  -1.72815  -2.36132  -2.20403  -0.6616
C  2.35014  3.35317  3.12485  -1.8067
C  -2.15785  1.01298  0.17396  0.8992
C  4.43042  3.44789  1.65569  2.4686
C  1.79208  1.96198  0.15795  -0.0586
C  3.66732  5.46501  3.05187  -1.8031
C  5.82203  4.08428  1.47688  -1.7599
C  0.28144  -0.80438  2.21478  -1.1959
C  8.49261  5.56133  -2.38251  -0.7233
C  3.52019  3.77475  0.42976  -2.4042
C  -1.88648  0.41865  2.84481  -1.0716
C  7.63656  4.67862  -1.79826  -0.4598
C  -2.97740  1.16409  2.40940  -0.5449
C  -0.95114  0.00467  1.91786  1.0174
C  6.62392  3.58945  0.25373  -0.7518
H  -1.77464  0.15667  3.88893  0.6050
H  6.00090  3.09436  -0.49297  0.4397
H  -0.90813  -2.95944  1.72672  0.3521
H  2.72218  4.46211  0.69225  0.5881
H  4.06927  3.76703  5.11442  0.4686
H  8.14463  5.48641  1.49900  0.4587
H  1.61347  -1.80942  1.02378  0.4954
H  -3.72469  1.49650  3.11861  0.4970
H  0.16264  -1.41830  3.10731  0.5671
H  4.64404  5.93252  3.17274  0.4310
H  -0.90893  -2.51056  -2.91015  0.3552
H  1.96540  3.57950  4.11900  0.6032
H  5.71877  5.17043  1.46030  0.7657
H  -1.05266  -4.35055  -0.29141  0.4523
H  0.66169  -3.74103  1.55779  0.4829
H  -3.98191  2.00665  0.69808  0.5852
H  -1.61402  2.14079  -1.56192  0.4079
H  3.07034  5.75829  3.91524  0.5053
H  -3.17987  1.35216  -1.70358  0.5421
H  5.15848  1.75358  2.32912  0.5753
H  4.64775  2.36017  4.25485  0.4309
H  -3.29816  -0.96662  -1.74870  0.3549
H  4.08412  4.22288  -0.38440  0.3201
H  8.62460  5.61105  -3.45510  0.4594
H  -1.06258  0.43248  -2.84975  0.4945
H  -1.97217  -2.14863  -0.20659  0.3807
H  0.42845  -3.64643  -0.95209  0.3566
H  3.18858  5.90103  2.17146  0.3011
H  1.64310  3.80472  2.42109  0.2123
H  5.57582  3.87282  4.24083  0.3756
H  6.38553  3.84957  2.37879  0.4423
H  7.06690  3.99412  -2.41317  0.4282
H  9.70247  7.09260  0.46340  0.4593
H  -2.42521  -3.19419  -2.31177  0.4424
H  1.11152  2.28968  0.92585  0.6021
H  -2.76003  -0.87455  -3.42404  0.4759
H  3.01985  0.18301  -2.19489  0.4600
H  7.32831  2.81374  0.58327  0.4013
H  1.13365  -0.14107  2.38156  0.3062
H  2.35396  2.26477  3.00820  0.2656

Its expectation value of S² is 0.77. Its spin multiplicity is 2. The LUMO energy (alpha / beta) is -12.44 / -12.44 eV. The charge is +4. For the orbital gap (alpha / beta), the calculation gives 6.16 / 6.97 eV.



7.
The following is a quantum chemistry calculation of 2 unconnected molecules or ions with the total composition C22H27BCl4N2O2 in a non-equilibrium geometry, from the Open Molecules 2025 dataset.

Last column: Mulliken charge in e.
CARTESIAN COORDINATES (ANGSTROEM)
Cl  3.05630  5.42276  1.43330  -0.3096
Cl  2.45084  2.84059  -0.02887  -0.2386
Cl  2.49327  2.89715  2.99253  -0.2938
Cl  -6.03221  4.17726  1.52398  -0.1630
O  3.80216  -1.69478  -2.03768  -0.7163
O  0.64188  4.15832  1.48157  -0.5102
N  0.71366  -1.01968  -0.35439  -0.0173
N  1.79866  -0.57026  -2.38147  0.2754
C  -1.59663  3.32111  1.50771  0.3402
C  2.19005  -0.03725  -3.67445  -1.1904
C  -1.88851  -0.35828  -1.26739  -1.9170
C  -3.88364  2.53104  1.53671  -0.7485
C  2.17026  -2.89297  2.54066  -0.2024
C  2.09363  -1.57741  -0.30905  0.2813
C  -0.17726  -4.32240  2.74629  -0.6932
C  0.58804  -0.22028  -1.59774  -0.7138
C  -3.43185  4.90052  1.49879  -0.7282
C  0.36827  -4.06859  1.50534  -0.3142
C  2.70979  -1.31998  -1.66744  0.3132
C  1.61937  -3.14134  3.78044  -0.7354
C  0.44532  -3.85588  3.88390  -0.3837
C  -0.99117  0.55842  -3.42036  -1.7443
C  -4.33841  3.84668  1.51852  0.4213
C  -0.21411  3.12278  1.49784  -0.2185
C  -2.08692  4.64519  1.49332  -0.3764
C  1.54913  -3.35152  1.38918  0.5098
C  -0.76759  -0.48051  -2.31102  1.9531
C  -0.76307  -1.89437  -2.89979  -1.6413
C  -2.53825  2.26178  1.53371  -0.2703
C  2.13357  -3.06113  0.04322  -1.3055
B  2.06638  3.85134  1.46990  0.6765
H  -0.25016  0.46412  -4.20990  0.3428
H  -1.97227  0.43336  -3.87725  0.4546
H  -1.71076  -2.11614  -3.39074  0.4474
H  -1.76071  -1.09900  -0.47755  0.3742
H  -0.93035  1.57107  -3.02211  0.3470
H  3.08852  -2.33558  2.45655  0.4592
H  -1.87903  0.62923  -0.80594  0.3110
H  3.23398  -0.29199  -3.85676  0.4088
H  -3.79738  5.91242  1.48991  0.4344
H  2.67499  -1.00800  0.43092  0.5386
H  0.03473  -2.00444  -3.63321  0.3276
H  -2.19117  1.24425  1.56021  0.5376
H  -0.12361  -4.42519  0.61540  0.3373
H  0.66420  0.84698  -1.35187  0.3107
H  1.59536  -3.61851  -0.72874  0.4245
H  3.16715  -3.42468  0.00047  0.3112
H  -1.36859  5.44566  1.47992  0.5434
H  0.20485  2.12924  1.50131  0.4434
H  2.08796  1.04662  -3.67814  0.3378
H  -1.09195  -4.88488  2.82453  0.3911
H  0.49745  -0.46172  0.47462  0.2752
H  -2.86775  -0.51387  -1.71867  0.5100
H  0.02042  -4.05614  4.85315  0.3876
H  2.10828  -2.77339  4.66612  0.3978
H  -0.60035  -2.63380  -2.11598  0.2158
H  1.59280  -0.47877  -4.46954  0.3574
H  -4.60757  1.73484  1.55602  0.4343

The LUMO energy is -2.79 eV. For the orbital gap, the calculation gives 6.15 eV.



no.,calculated total energy (eV)
1,-14805.278
2,-106727.881
3,-11876.392
4,-11687.744
5,-9117.857
6,-55740.345
7,-81097.816